Record 1
Density functional theory data (the ωB97M-V functional and the def2-TZVPD basis) for a 14-piece molecular cluster, C28H74BO21 overall in a non-equilibrium geometry.

Output
Total charge ... -1
2S+1 ... 1

```
124
Properties=species:S:1:pos:R:3:mulliken_charge:R:1
O -0.25 -3.52 -1.46 -0.672
C 0.15 -2.38 -1.24 0.638
O -0.56 -1.40 -0.64 -0.447
B 0.23 -0.14 -0.75 0.918
O 1.43 -0.44 -1.53 -0.402
C 1.43 -1.68 -1.80 0.675
O 2.31 -2.27 -2.40 -0.695
O 0.50 0.45 0.53 -0.457
C -0.48 1.37 0.73 0.623
O -0.71 1.93 1.82 -0.686
C -1.12 1.71 -0.58 0.622
O -0.69 0.80 -1.44 -0.487
O -1.96 2.58 -0.73 -0.652
C -1.57 2.20 -6.71 -1.228
C -2.81 2.70 -5.98 0.699
C -2.58 4.03 -5.31 -1.328
O -3.89 2.75 -6.89 -0.546
H -1.56 2.51 -7.76 0.339
H -1.66 1.12 -6.84 0.297
H -0.62 2.27 -6.18 0.339
H -3.07 1.99 -5.20 0.102
H -3.56 4.21 -4.87 0.362
H -2.32 4.92 -5.88 0.329
H -1.89 3.92 -4.47 0.341
H -4.49 3.44 -6.63 0.297
C -1.63 8.40 6.54 -1.338
C -2.09 7.05 6.05 0.798
C -1.18 5.95 6.31 -1.461
O -3.37 6.73 6.62 -0.586
H -0.78 8.71 5.94 0.329
H -1.30 8.33 7.58 0.297
H -2.43 9.14 6.55 0.355
H -2.32 7.13 4.99 0.157
H -0.22 6.13 5.82 0.369
H -1.66 5.11 5.80 0.396
H -0.96 5.63 7.33 0.375
H -3.37 6.07 7.31 0.307
C -6.29 -2.68 4.37 -1.335
C -5.46 -1.89 3.34 0.553
C -4.15 -1.33 3.89 -1.171
O -5.22 -2.77 2.25 -0.520
H -6.50 -2.16 5.30 0.328
H -5.60 -3.50 4.58 0.346
H -7.12 -3.27 3.98 0.343
H -5.97 -1.08 2.82 0.255
H -4.13 -0.24 3.88 0.294
H -3.31 -1.65 3.28 0.317
H -3.93 -1.79 4.86 0.312
H -4.33 -2.55 1.95 0.277
C -6.11 4.54 2.79 -0.862
C -6.23 5.86 1.99 -0.220
O -5.76 5.57 0.67 -0.524
H -5.06 4.29 2.92 0.245
H -6.61 3.69 2.32 0.269
H -6.49 4.66 3.81 0.320
H -5.62 6.68 2.37 0.227
H -7.24 6.24 1.87 0.251
H -4.81 5.48 0.62 0.297
C 1.51 1.38 6.98 -0.916
C 0.69 0.06 6.71 -0.253
O 1.23 -0.56 5.53 -0.492
H 2.43 1.25 7.55 0.261
H 0.82 2.04 7.50 0.272
H 1.90 1.89 6.10 0.311
H -0.33 0.44 6.64 0.204
H 0.77 -0.60 7.57 0.314
H 1.08 0.05 4.81 0.302
C 2.35 6.85 1.97 -0.866
C 2.45 7.65 0.65 -0.209
O 3.27 8.74 0.93 -0.530
H 3.38 6.74 2.32 0.275
H 1.99 5.83 1.85 0.298
H 1.89 7.40 2.79 0.235
H 1.48 8.04 0.33 0.255
H 2.95 7.00 -0.07 0.240
H 4.18 8.46 0.98 0.304
C 6.16 -4.58 0.12 -0.805
C 7.66 -4.91 0.65 -0.265
O 7.45 -5.13 1.96 -0.537
H 5.46 -5.19 0.69 0.263
H 6.17 -4.83 -0.94 0.279
H 5.83 -3.54 0.22 0.215
H 8.22 -4.04 0.29 0.284
H 8.09 -5.84 0.29 0.252
H 6.97 -5.94 2.15 0.316
C -1.34 -4.21 -7.97 -0.992
C -1.07 -5.38 -6.91 -0.124
O -1.95 -5.30 -5.83 -0.522
H -0.90 -4.48 -8.93 0.298
H -1.07 -3.23 -7.58 0.268
H -2.40 -4.03 -8.13 0.308
H -0.04 -5.28 -6.58 0.200
H -1.15 -6.40 -7.29 0.250
H -1.45 -5.27 -5.01 0.316
C 4.61 -6.45 -6.05 -0.461
O 4.42 -5.32 -6.84 -0.489
H 3.71 -6.67 -5.49 0.209
H 4.96 -7.15 -6.81 0.211
H 5.48 -6.17 -5.45 0.236
H 4.20 -4.56 -6.29 0.295
C 4.66 0.59 -5.45 -0.488
O 5.07 -0.79 -5.50 -0.489
H 4.97 1.16 -6.33 0.270
H 3.60 0.74 -5.24 0.248
H 5.20 1.13 -4.67 0.164
H 4.65 -1.28 -4.79 0.302
C -4.22 -7.27 -0.08 -0.359
O -4.84 -8.46 0.27 -0.519
H -3.14 -7.28 -0.18 0.219
H -4.76 -7.00 -0.99 0.183
H -4.46 -6.62 0.76 0.193
H -4.28 -9.03 0.81 0.286
C 2.19 -8.28 0.05 -0.460
O 1.65 -8.21 1.39 -0.520
H 2.45 -7.29 -0.34 0.201
H 3.06 -8.92 0.18 0.237
H 1.46 -8.61 -0.68 0.249
H 1.15 -8.99 1.65 0.292
C 6.60 1.14 -1.07 -0.486
O 7.72 0.90 -0.33 -0.519
H 6.16 0.23 -1.48 0.214
H 5.79 1.53 -0.45 0.274
H 6.83 1.90 -1.81 0.212
H 7.44 0.41 0.45 0.305
```

Record 2
Density functional theory data (the ωB97M-V functional and the def2-TZVPD basis) for a 10-piece molecular cluster, C28H76O10 overall in a non-equilibrium geometry.

Output
Total charge ... 0
Relative energy (zero: lowest compared OMol25 entry of this formula, charge and spin) ... 149.97 kJ/mol
2S+1 ... 1

```
114
Properties=species:S:1:pos:R:3:mulliken_charge:R:1
C -1.73 -0.15 3.60 -0.157
C -3.05 0.27 4.18 0.618
C -3.32 -0.26 5.59 -1.532
O -3.07 1.70 4.15 -0.475
H -1.65 0.27 2.60 -0.062
H -1.61 -1.24 3.61 0.421
H -0.88 0.19 4.20 -0.416
H -3.86 -0.14 3.55 0.135
H -3.51 -1.33 5.58 0.375
H -4.25 0.21 5.95 0.465
H -2.53 0.00 6.29 0.312
H -3.81 2.00 4.69 0.286
C 2.16 4.67 -1.97 -1.293
C 1.01 4.25 -2.87 0.648
C -0.31 4.12 -2.15 -0.704
O 0.93 5.23 -3.95 -0.593
H 3.05 4.91 -2.55 0.368
H 2.41 3.90 -1.24 0.241
H 1.87 5.59 -1.44 0.365
H 1.22 3.28 -3.36 0.123
H -0.41 3.15 -1.65 0.049
H -1.14 4.15 -2.86 0.367
H -0.50 4.90 -1.41 0.121
H 0.36 4.90 -4.64 0.330
C 0.79 5.15 3.78 -1.532
C -0.24 4.30 3.06 0.543
C 0.10 4.17 1.57 -0.984
O -0.26 2.99 3.65 -0.305
H 1.07 6.00 3.15 0.384
H 1.70 4.55 3.92 0.326
H 0.48 5.50 4.76 0.365
H -1.22 4.80 3.13 0.385
H 1.13 3.90 1.32 0.250
H -0.24 5.04 0.98 0.443
H -0.46 3.36 1.07 0.057
H -1.11 2.62 3.37 0.000
C 2.85 -0.24 5.29 -1.593
C 1.77 -0.15 4.21 0.769
C 2.19 0.69 3.03 -0.292
O 1.43 -1.48 3.76 -0.464
H 2.84 0.66 5.92 0.401
H 3.84 -0.40 4.86 0.340
H 2.57 -1.06 5.95 0.381
H 0.84 0.21 4.65 0.033
H 3.21 0.47 2.74 0.390
H 2.01 1.75 3.23 0.163
H 1.51 0.47 2.19 -0.385
H 2.15 -1.92 3.30 0.188
C -2.49 -3.97 0.84 -1.381
C -1.05 -3.80 1.33 1.688
C -0.62 -5.04 2.10 -1.546
O -0.14 -3.60 0.19 -0.456
H -2.91 -3.02 0.51 0.299
H -3.16 -4.34 1.62 0.400
H -2.53 -4.68 0.01 0.380
H -1.02 -2.91 1.95 -0.704
H -0.71 -5.89 1.41 0.350
H -1.22 -5.26 2.97 0.411
H 0.45 -4.92 2.32 0.290
H -0.47 -4.08 -0.57 0.162
C -3.90 1.45 -0.55 -1.077
C -4.83 2.40 -1.31 0.522
C -5.48 1.72 -2.49 -1.282
O -5.84 2.86 -0.36 -0.547
H -3.17 1.04 -1.26 0.213
H -4.49 0.64 -0.10 0.406
H -3.40 1.92 0.29 0.257
H -4.18 3.23 -1.64 0.152
H -6.20 2.39 -2.98 0.391
H -5.99 0.82 -2.13 0.317
H -4.74 1.48 -3.25 0.330
H -6.41 3.50 -0.81 0.318
C -1.77 -2.16 -6.38 -1.552
C -1.27 -2.66 -5.04 1.043
C -2.17 -3.69 -4.48 -1.330
O 0.02 -3.24 -5.17 -0.557
H -2.82 -1.87 -6.28 0.398
H -1.82 -3.00 -7.08 0.361
H -1.17 -1.34 -6.78 0.418
H -1.28 -1.78 -4.37 0.005
H -3.19 -3.28 -4.41 0.375
H -1.93 -3.95 -3.46 0.149
H -2.20 -4.56 -5.13 0.374
H 0.52 -2.78 -5.86 0.322
C 2.98 -2.26 -3.59 -1.421
C 3.26 -0.91 -4.22 0.593
C 3.45 0.23 -3.22 -0.812
O 4.41 -0.93 -5.11 -0.594
H 3.83 -2.52 -2.94 0.476
H 2.92 -3.05 -4.35 0.383
H 2.02 -2.23 -3.09 0.323
H 2.40 -0.59 -4.84 0.174
H 4.06 0.95 -3.77 0.431
H 4.03 0.02 -2.32 0.057
H 2.49 0.60 -2.88 0.092
H 4.97 -1.69 -4.90 0.321
C 4.12 -1.33 0.36 -1.100
C 3.46 -2.66 0.15 1.571
C 4.38 -3.81 0.59 -1.672
O 2.31 -2.68 0.99 -0.127
H 5.14 -1.16 -0.01 0.475
H 4.20 -1.24 1.45 0.172
H 3.57 -0.46 -0.01 0.125
H 3.19 -2.84 -0.90 -0.349
H 5.19 -4.00 -0.13 0.376
H 3.83 -4.75 0.70 0.372
H 4.84 -3.59 1.56 0.322
H 1.46 -2.82 0.54 0.005
C 0.01 -0.22 -0.33 -0.051
O 0.36 1.10 0.10 0.085
H -0.81 -0.13 -1.04 0.334
H 0.84 -0.81 -0.77 -0.139
H -0.23 -0.87 0.53 -0.095
H 0.55 1.03 1.05 -0.084
```

Record 3
Density functional theory data (the ωB97M-V functional and the def2-TZVPD basis) for a 7-piece molecular cluster, C28H77N7O7 overall in a non-equilibrium geometry.

Output
Total charge ... 0
Relative energy (zero: lowest compared OMol25 entry of this formula, charge and spin) ... 215.41 kJ/mol
2S+1 ... 1

```
119
Properties=species:S:1:pos:R:3:mulliken_charge:R:1
C -3.99 -6.57 5.48 -0.756
O -3.67 -5.31 4.91 -0.363
C -4.29 -5.13 3.64 -0.938
C -4.25 -3.64 3.34 0.698
C -4.97 -3.25 2.06 -1.319
N -2.84 -3.24 3.21 -0.476
H -4.20 -7.29 4.68 0.339
H -4.87 -6.50 6.12 0.262
H -3.14 -6.99 6.01 0.261
H -3.68 -5.66 2.90 0.338
H -5.29 -5.55 3.53 0.473
H -4.69 -3.13 4.21 0.165
H -5.97 -3.64 1.84 0.468
H -4.42 -3.68 1.22 0.271
H -5.04 -2.17 1.95 0.265
H -2.32 -3.89 3.79 0.244
H -2.61 -2.32 3.58 0.131
C 1.60 0.41 1.71 -0.667
O 0.46 0.71 0.99 -0.146
C -0.70 -0.02 1.34 -0.607
C -1.79 0.03 0.24 1.290
C -2.78 -1.10 0.37 -1.521
N -1.07 -0.10 -1.07 -0.193
H 1.88 -0.65 1.57 0.348
H 1.45 0.57 2.79 0.037
H 2.52 0.91 1.40 0.243
H -0.31 -1.05 1.35 0.283
H -1.08 0.22 2.34 0.140
H -2.26 1.01 0.27 -0.301
H -2.30 -2.08 0.46 0.340
H -3.47 -1.20 -0.47 0.457
H -3.35 -0.91 1.27 0.169
H -0.12 0.20 -0.87 0.025
H -0.95 -1.11 -1.17 -0.122
C 5.94 0.69 0.62 -0.781
O 6.56 0.02 -0.43 -0.217
C 7.05 -1.26 -0.01 -0.748
C 7.51 -2.01 -1.25 0.366
C 6.41 -2.37 -2.27 -1.082
N 8.29 -3.20 -0.84 -0.721
H 6.65 0.82 1.45 0.405
H 5.02 0.28 1.05 0.255
H 5.73 1.70 0.26 0.238
H 7.89 -1.09 0.66 0.388
H 6.24 -1.80 0.49 0.285
H 8.24 -1.35 -1.73 0.309
H 5.79 -1.48 -2.44 0.065
H 5.83 -3.22 -1.91 0.356
H 6.83 -2.51 -3.27 0.347
H 7.62 -3.97 -0.83 0.285
H 8.94 -3.44 -1.58 0.284
C 4.14 1.51 -2.12 -0.741
O 3.16 1.17 -3.07 -0.415
C 1.84 1.66 -2.90 -0.498
C 0.93 0.98 -3.87 1.639
C 1.34 1.03 -5.34 -1.583
N -0.52 1.29 -3.73 -0.677
H 4.10 2.56 -1.80 0.350
H 5.09 1.41 -2.64 0.352
H 4.03 0.86 -1.25 0.163
H 1.59 1.55 -1.83 0.071
H 1.87 2.75 -3.05 0.412
H 0.95 -0.08 -3.55 -0.681
H 0.74 0.40 -5.99 0.369
H 2.38 0.69 -5.37 0.330
H 1.33 2.05 -5.73 0.321
H -0.83 1.15 -2.77 0.310
H -0.93 0.50 -4.23 0.348
C -1.63 -2.75 -4.17 -0.905
O -0.91 -2.82 -2.97 -0.139
C 0.28 -3.58 -2.99 -0.904
C 1.14 -3.41 -1.76 0.288
C 1.91 -2.06 -1.61 -0.130
N 2.23 -4.41 -1.75 -0.723
H -1.91 -3.75 -4.53 0.368
H -1.16 -2.16 -4.95 0.295
H -2.61 -2.34 -3.92 0.234
H -0.06 -4.62 -3.07 0.426
H 0.87 -3.41 -3.90 0.349
H 0.49 -3.55 -0.89 0.302
H 2.59 -1.96 -2.46 0.502
H 2.39 -2.07 -0.64 0.279
H 1.15 -1.28 -1.55 -0.742
H 2.73 -4.37 -2.63 0.288
H 1.85 -5.36 -1.82 0.295
C -0.56 2.01 5.12 -0.833
O -0.69 2.79 3.93 -0.159
C -1.70 3.76 4.11 -0.510
C -3.17 3.26 4.16 0.475
C -3.56 2.51 2.87 -0.244
N -4.11 4.33 4.34 -0.723
H 0.33 1.41 4.96 0.216
H -1.39 1.37 5.43 0.293
H -0.33 2.68 5.96 0.402
H -1.63 4.38 5.01 0.424
H -1.57 4.41 3.24 -0.032
H -3.19 2.49 4.93 0.327
H -4.64 2.42 2.71 0.341
H -3.03 1.59 2.62 -0.098
H -3.24 3.25 2.13 -0.364
H -3.80 5.06 4.97 0.270
H -4.33 4.78 3.46 0.252
C -1.34 5.51 -4.21 -0.626
O -2.21 5.12 -3.17 -0.323
C -1.59 5.16 -1.90 -0.413
C -2.69 5.14 -0.80 0.217
C -2.00 5.35 0.54 -1.132
N -3.47 3.92 -0.75 -0.584
H -1.82 5.22 -5.15 0.264
H -0.44 4.88 -4.20 0.165
H -1.11 6.57 -4.11 0.310
H -0.99 4.25 -1.79 0.043
H -0.96 6.06 -1.80 0.463
H -3.32 5.99 -1.06 0.399
H -1.43 6.28 0.57 0.470
H -1.19 4.62 0.67 0.197
H -2.69 5.25 1.38 0.119
H -2.86 3.11 -0.66 -0.022
H -3.89 3.78 -1.67 0.384
```

| no. | gap between HOMO and LUMO (eV) | HOMO level (eV) | E_LUMO (eV) |
| --- | --- | --- | --- |
| 1 | 9.6 | -7.709 | 1.86 |
| 2 | 10.0 | -9.752 | 0.28 |
| 3 | 9.1 | -8.505 | 0.62 |